Formula: C9H14NPS
Source: the OMol25 dataset
Level of theory: ωB97M-V with the def2-TZVPD basis set

Positions of all 26 atoms, in Å:
C -3.5922 -0.0940 0.0157
C -2.8688 0.8286 -0.6409
C -2.9565 -1.1990 0.4925
C -1.4562 0.7537 -0.6536
C -1.5658 -1.3460 0.4142
C -0.8017 -0.3436 -0.1403
C 1.2159 0.6317 1.9206
C 3.2094 0.6546 0.6452
C 1.0055 -0.0422 -2.3703
N 1.7195 0.6484 0.5835
P 1.0013 -0.5840 -0.3441
S 1.5152 -2.3946 0.1630
H -4.6020 -0.2005 0.1701
H -3.2834 1.6155 -1.1996
H -3.4426 -1.9476 1.1358
H -0.8878 1.5219 -0.9820
H -1.1071 -2.3201 0.7056
H 0.0679 0.4233 2.0644
H 1.7585 -0.0575 2.5733
H 1.5540 1.6660 2.3032
H 3.6203 -0.1892 1.1330
H 3.4068 0.4787 -0.3650
H 3.7312 1.6144 0.9237
H 1.8871 -0.3218 -2.9370
H 0.1327 -0.6827 -2.7879
H 0.7386 0.8858 -2.8230

As for the net charge: 0. As for the HOMO-LUMO gap: 9.42 eV. Its strongest force on any atom is 3.3 eV Å⁻¹. For the calculated total energy, the calculation gives -31172.974 eV. As for the LUMO energy: 0.75 eV. As for the energy above the lowest of the compared OMol25 structures with the same formula, charge and spin: 115.3 kJ/mol.



Formula: C15H15N2O6Zn
Source: the OMol25 dataset
Level of theory: ωB97M-V with the def2-TZVPD basis set

Positions of all 39 atoms, in Å:
O 4.4520 3.5194 1.0192
C 4.0554 2.4332 1.4591
Zn 3.9503 0.8053 0.3589
C 2.5857 -0.1138 1.5758
O 1.7013 -0.3660 2.2667
C 2.9363 4.3624 2.8310
O 2.0234 4.6501 2.1782
C 2.9076 2.0356 -0.9249
O 2.9184 3.0031 -1.5970
C 3.9341 1.6677 2.5440
O 4.0059 1.2385 3.6462
H 3.6809 4.6582 3.5342
C -2.2053 -3.5815 -2.8484
C -2.3795 -3.3408 -1.3547
N -2.1069 -1.9323 -0.9742
C -2.7574 -1.5482 0.3097
C -1.9454 -1.8471 1.5679
C -0.8212 -1.4631 -1.2379
O 0.0765 -2.1923 -1.7038
C -0.5622 -0.0056 -0.9779
C -1.5329 1.0058 -0.9918
C -1.1315 2.3049 -0.7042
C 0.2137 2.5646 -0.4546
N 1.1245 1.5928 -0.4929
C 0.7762 0.3421 -0.8066
H -2.8139 -2.8679 -3.4230
H -2.5498 -4.6008 -3.0635
H -1.1459 -3.4912 -3.1192
H -3.4202 -3.5381 -1.0468
H -1.6982 -4.0072 -0.7869
H -2.9942 -0.4768 0.2635
H -3.7086 -2.1066 0.3363
H -1.0270 -1.2427 1.6171
H -2.5681 -1.5953 2.4361
H -1.6894 -2.9163 1.6130
H -2.5656 0.7444 -1.2337
H -1.8589 3.1179 -0.6713
H 0.5607 3.5691 -0.2186
H 1.5789 -0.3813 -0.9252

As for the net charge: +1. As for the HOMO-LUMO gap (spin up / spin down): 4.83 / 4.83 eV. Its strongest force on any atom is 5.0 eV Å⁻¹. For the calculated total energy, the calculation gives -79466.350 eV. As for the LUMO energy (spin up / spin down): -5.58 / -5.58 eV.



Formula: CH5N2P
Source: the OMol25 dataset
Level of theory: ωB97M-V with the def2-TZVPD basis set

Positions of all 9 atoms, in Å:
C -1.4868 0.1842 0.0181
N 1.7223 0.6642 -0.2901
N -1.2463 -1.1051 0.0420
P -1.1210 -2.6344 0.0829
H -2.0954 0.7073 0.7217
H 1.9727 1.2855 0.5119
H -1.1442 0.6550 -0.8772
H 2.5492 0.1010 -0.2174
H 0.8493 0.1424 0.0081

As for the net charge: 0. As for the HOMO-LUMO gap: 7.03 eV. Its strongest force on any atom is 2.6 eV Å⁻¹. For the calculated total energy, the calculation gives -13384.750 eV. As for the LUMO energy: -0.47 eV. As for the energy above the lowest of the compared OMol25 structures with the same formula, charge and spin: 175.5 kJ/mol.



Formula: C29H43N6O3
Source: the OMol25 dataset
Level of theory: ωB97M-V with the def2-TZVPD basis set

Positions of all 81 atoms, in Å:
C 2.0409 0.1176 2.4065
C 1.6290 -0.9981 1.8162
N 1.1563 -1.8686 0.6932
C 1.9871 -3.0791 0.3827
C 1.4005 -4.3090 1.3125
C 0.8910 -5.5762 0.4421
O 0.3714 -3.8809 2.2429
C 0.0324 -1.5841 -0.0150
N -0.3891 -2.4987 -1.1351
C -1.8614 -2.7909 -1.0811
C -2.2195 -4.3680 -1.1684
N -1.6578 -5.0503 -2.3772
C -2.5516 -2.1697 0.2693
C -4.1742 -2.3220 0.2687
C -4.8923 -1.6254 1.5493
C -4.1930 -2.0383 2.9696
N -3.1898 -1.1736 3.6717
O -4.4815 -3.1577 3.5461
C -2.2218 -0.5626 0.1898
N -0.7453 -0.3960 0.3934
C -0.2091 0.8818 -0.1862
O 1.0035 0.7311 -0.9663
C 1.9428 1.7986 -0.7308
C 1.6008 3.3245 -0.5556
C 2.7055 4.4602 -0.2900
C 2.1773 5.9901 -0.0815
C 4.2375 4.0921 -0.2357
C 4.6155 2.5451 -0.4589
C 3.5028 1.4133 -0.6789
C 4.0003 -0.1125 -0.8846
C 3.9251 -0.3826 -2.5074
C 5.5283 -0.3846 -0.4442
H 2.3299 1.1261 2.9074
H 3.0924 -2.8884 0.7010
H 2.0284 -3.3562 -0.7369
H 2.3096 -4.6623 1.9461
H 0.7614 -5.2761 -0.6606
H -0.1099 -6.0269 0.7912
H 1.6855 -6.4189 0.5949
H -0.4722 -4.3780 2.1214
H -0.1008 -2.1095 -2.0497
H -2.3266 -2.2976 -2.0351
H -1.9092 -4.9162 -0.1935
H -3.3802 -4.4812 -1.2416
H -0.6643 -5.3090 -2.2665
H -1.8010 -4.4051 -3.1708
H -2.1653 -2.6591 1.2368
H -4.6148 -1.8977 -0.7203
H -4.4465 -3.4552 0.3330
H -4.8111 -0.4774 1.4009
H -6.0158 -1.8732 1.6069
H -3.1507 -0.2383 3.2013
H -2.2631 -1.6375 3.5353
H -2.5979 -0.2358 -0.8615
H -2.7435 0.0124 1.0500
H -0.1397 1.6456 0.6761
H -1.0319 1.2855 -0.9106
H 0.4905 3.6805 -0.6069
H 2.0200 6.1984 1.0556
H 2.9320 6.7805 -0.4479
H 1.1470 6.1566 -0.5775
H 5.0545 4.9078 -0.0780
H 5.7509 2.3209 -0.4473
H 3.2249 -0.7849 -0.3627
H 4.6299 0.4254 -2.9687
H 2.8630 -0.1187 -2.9091
H 4.2759 -1.4366 -2.8031
H 6.2294 0.0700 -1.2622
H 5.8134 0.0960 0.5697
H 5.7484 -1.5287 -0.4705
N -1.4113 4.7651 -0.4217
C -2.1080 4.9805 0.7091
C -3.2163 5.8076 0.7857
C -3.6326 6.4566 -0.3689
C -2.9315 6.2547 -1.5502
C -1.8377 5.4051 -1.5255
H -1.7419 4.4538 1.5850
H -3.7411 5.9421 1.7237
H -4.4956 7.1137 -0.3485
H -3.2288 6.7457 -2.4686
H -1.2594 5.2122 -2.4240

As for the net charge: +1. As for the HOMO-LUMO gap: 6.40 eV. Its strongest force on any atom is 7.2 eV Å⁻¹. For the calculated total energy, the calculation gives -45833.226 eV. As for the LUMO energy: -4.01 eV.



Formula: C38H92F12N7O8PS2
Source: the OMol25 dataset
Level of theory: ωB97M-V with the def2-TZVPD basis set

Positions of all 160 atoms, in Å:
P -20.3723 8.3503 10.1646
F -19.4202 9.6408 10.4198
F -19.5828 7.9952 8.8458
F -19.0614 7.7599 10.9228
F -21.2343 6.9328 10.1560
F -21.0820 8.6840 11.5504
F -21.5726 9.1437 9.3759
C -21.4452 13.0861 3.1813
N -21.7133 11.5068 3.3532
C -21.5682 11.1066 4.8413
C -23.1067 11.0815 2.7726
C -20.6305 10.5127 2.7152
C -20.2790 10.5743 1.1713
O -21.2279 10.0870 0.3763
H -21.6748 13.2813 2.1338
H -20.4079 13.3170 3.4235
H -22.1706 13.6440 3.7735
H -20.5412 11.2501 5.1772
H -21.8054 10.0501 4.9667
H -22.3366 11.6289 5.4112
H -23.1157 10.9206 1.6946
H -23.7282 11.9442 3.0124
H -23.4639 10.2186 3.3347
H -20.9121 9.4836 2.9381
H -19.6951 10.8283 3.1772
H -19.5034 9.8306 0.9886
H -20.0415 11.5981 0.8823
H -21.0724 10.3988 -0.5182
C -14.9206 8.1513 8.6145
N -14.4704 9.1644 7.5545
C -15.8332 9.7362 6.8989
C -13.8224 10.2877 8.3863
C -13.5056 8.5544 6.4998
C -13.8377 7.2469 5.8141
O -15.0421 7.3032 5.1453
H -15.6159 7.4673 8.1280
H -15.4581 8.7033 9.3856
H -13.9893 7.6517 8.8810
H -15.6635 10.4789 6.1193
H -16.3914 10.1009 7.7611
H -16.3647 8.8755 6.4930
H -12.9799 9.9616 8.9962
H -14.5742 10.6303 9.0974
H -13.6272 11.0657 7.6483
H -12.6005 8.3609 7.0755
H -13.1293 9.3403 5.8449
H -13.8458 6.4560 6.5641
H -12.9593 7.1292 5.1795
H -15.2879 6.4570 4.7644
C -21.4296 12.3523 15.0878
N -20.4726 13.3937 14.4414
C -20.5695 14.7922 15.1032
C -18.9738 12.8592 14.7591
C -20.8234 13.3795 12.9546
C -22.1015 14.3215 12.6359
O -23.2104 13.9050 13.2448
H -20.9372 12.0431 16.0097
H -21.6104 11.4816 14.4575
H -22.3814 12.7622 15.4257
H -21.6342 15.0238 15.1310
H -20.0655 15.5415 14.4929
H -20.2098 14.6169 16.1172
H -19.0726 11.7975 14.5328
H -18.6805 13.0295 15.7950
H -18.3466 13.3804 14.0359
H -21.0070 12.3303 12.7234
H -19.9234 13.7677 12.4778
H -22.3543 14.1847 11.5844
H -22.1311 15.4083 12.7150
H -23.9972 14.2827 12.8449
C -28.2704 7.9644 11.4421
N -26.8031 7.6719 11.2624
C -26.6157 6.1257 11.2358
C -26.3876 8.2914 9.8939
C -25.9546 8.3208 12.3717
C -26.5418 8.2565 13.8283
O -26.7585 6.8864 14.1861
H -28.7575 7.8658 10.4720
H -28.3145 9.0535 11.4462
H -28.8235 7.3528 12.1548
H -27.1733 5.6892 10.4071
H -26.8405 5.6380 12.1843
H -25.5672 5.9804 10.9753
H -27.0015 7.7883 9.1468
H -25.3844 7.9408 9.6516
H -26.4940 9.3699 10.0103
H -25.9139 9.3850 12.1396
H -25.0058 7.7848 12.3466
H -27.5371 8.6925 13.9142
H -25.8773 8.7155 14.5602
H -27.1766 6.9748 15.0457
C -18.6039 -0.8925 5.4682
C -18.5293 -0.4978 6.9666
C -17.4693 0.5923 7.3196
N -17.6982 1.5134 8.5737
C -18.9339 2.3755 8.4003
C -16.4516 2.4183 8.9862
C -16.3856 2.6406 10.4664
C -17.3568 1.6768 10.9744
C -17.7903 0.7480 9.8563
H -17.6352 -1.0767 5.0037
H -18.9818 -0.0643 4.8688
H -19.2635 -1.7584 5.4096
H -18.5305 -1.3982 7.5811
H -19.5394 -0.1313 7.1499
H -17.2979 1.2665 6.4804
H -16.4603 0.1914 7.4157
H -19.0525 3.1852 9.1203
H -19.7739 1.6809 8.3923
H -18.9002 2.9662 7.4849
H -16.5520 3.2754 8.3203
H -15.6235 1.7598 8.7238
H -16.8186 3.6401 10.5060
H -15.4443 2.4999 10.9976
H -18.2451 2.0773 11.4628
H -16.9607 0.9223 11.6541
H -18.8185 0.4343 10.0368
H -17.1491 -0.1232 9.7227
C -25.9081 1.1209 17.8460
C -24.5959 1.5999 18.5410
C -23.3051 1.8496 17.6890
N -23.4437 2.9580 16.5791
C -23.9817 4.2361 17.2507
C -24.2078 2.5462 15.3014
C -23.1286 2.7588 14.1765
C -22.1816 3.8280 14.7665
C -22.0042 3.2888 16.1598
H -26.6494 1.0036 18.6365
H -25.7798 0.1165 17.4425
H -26.2888 1.8078 17.0902
H -24.3506 0.7465 19.1732
H -24.7499 2.4755 19.1717
H -22.7935 0.9874 17.2612
H -22.6432 2.1664 18.4950
H -23.5232 4.2826 18.2385
H -25.0118 3.9244 17.4232
H -23.7552 5.0892 16.6112
H -25.1678 3.0551 15.2146
H -24.4838 1.4988 15.4232
H -23.7819 3.2220 13.4371
H -22.5728 1.9231 13.7513
H -22.5284 4.8511 14.6207
H -21.1950 3.8768 14.3056
H -21.6751 4.0295 16.8886
H -21.4145 2.3783 16.2667
C -17.6299 8.0319 18.9363
F -18.3760 9.1653 18.9805
F -16.4337 8.0431 19.5330
F -18.3321 7.0788 19.5337
S -17.2973 7.5522 17.1039
O -17.0003 6.1371 17.1400
O -18.5818 7.8630 16.4124
N -16.0801 8.6670 16.6948
S -15.3156 7.9592 15.5980
O -14.3274 7.0032 16.1293
O -16.0938 7.4436 14.4600
C -14.3242 9.4256 14.7931
F -13.3220 9.8819 15.6182
F -13.7530 9.0369 13.6795
F -15.2182 10.3959 14.3677

As for the net charge: +4. As for the HOMO-LUMO gap: 6.43 eV. Its strongest force on any atom is 6.0 eV Å⁻¹. For the calculated total energy, the calculation gives -131239.833 eV. As for the LUMO energy: -6.67 eV.



Formula: C15H18NO4PSV
Source: the OMol25 dataset
Level of theory: ωB97M-V with the def2-TZVPD basis set

Positions of all 41 atoms, in Å:
C -3.0112 -2.1814 -0.7031
C -2.0343 -1.5215 -0.3620
C -0.8851 -0.5287 0.0038
C -0.7938 0.5355 -1.1368
C -2.0810 0.9849 -1.7671
C -2.1122 2.0105 -2.8554
C -0.8762 2.6426 -3.3959
C 0.4029 2.2149 -2.7656
C 0.4292 1.1766 -1.6372
C 0.3370 -1.5556 0.2468
O 0.5659 -2.4659 -0.8278
O 1.4432 -1.1082 0.9843
C 2.6679 -0.9925 0.2099
C 3.4144 0.3096 0.7641
C 3.7547 0.1396 2.3166
N -0.3331 -2.4679 1.2451
C -0.9603 -1.5458 2.1901
O -1.2461 -1.8432 3.3042
C -1.2469 -0.1145 1.4813
O -0.4054 0.8102 2.1678
P -2.9761 0.5550 1.8208
S -4.3131 -0.9076 1.9713
H -3.7669 -2.9949 -0.8501
H -3.0786 0.5941 -1.4516
H -3.0806 2.3316 -3.3191
H -0.9294 3.3965 -4.2281
H 1.3375 2.6989 -3.1654
H 1.4249 0.9258 -1.2023
H 0.5967 -1.8876 -1.6201
H 3.3514 -1.8542 0.4237
H 2.5197 -0.8486 -0.8912
H 4.3100 0.5857 0.1542
H 2.6292 1.1297 0.7337
H 3.1803 -0.7219 2.7742
H 4.8441 -0.0879 2.4882
H 3.4441 1.0431 2.9154
H 0.3177 -3.0898 1.7413
H -0.8960 1.5851 2.4982
H -2.9649 1.2041 3.1051
H -3.3136 1.5332 0.8448
V 0.3341 0.3105 -4.2062

As for the net charge: +3. As for the HOMO-LUMO gap: 2.49 eV. Its strongest force on any atom is 4.3 eV Å⁻¹. For the calculated total energy, the calculation gives -71294.968 eV. As for the LUMO energy: -15.26 eV.



Formula: C56H52N4OP2STl
Source: the OMol25 dataset
Level of theory: ωB97M-V with the def2-TZVPD basis set

Positions of all 117 atoms, in Å:
Tl -0.6348 -0.4590 -0.0755
C 3.6570 2.6585 -1.7773
N 2.5922 1.7786 -1.3576
P 2.5693 1.3625 0.2943
C 2.7612 2.9978 1.0997
C 3.9983 3.5654 1.3153
C 4.0952 4.8060 1.9887
C 2.9356 5.4902 2.3499
C 1.6710 4.9668 2.0524
C 1.6019 3.6956 1.5208
C 4.1751 0.5355 0.5245
C 4.7334 -0.2584 -0.5078
C 5.8490 -1.0426 -0.2536
C 6.4489 -1.0566 0.9975
C 5.9508 -0.2225 2.0221
C 4.8249 0.6004 1.7805
P 1.0061 1.6028 -2.1826
C 0.8235 3.1569 -3.0909
C 0.7486 3.2106 -4.4932
C 0.6415 4.4459 -5.1089
C 0.5519 5.6218 -4.3957
C 0.5866 5.5693 -2.9930
C 0.6780 4.3422 -2.3336
C 1.1098 0.4065 -3.4850
C 2.3178 -0.1857 -3.8253
C 2.3589 -1.2943 -4.6688
C 1.1471 -1.8504 -5.1206
C -0.0905 -1.2521 -4.8097
C -0.1008 -0.1236 -3.9907
H 3.5016 3.7454 -1.5941
H 3.7415 2.5394 -2.8564
H 4.5931 2.3183 -1.3593
H 4.8758 3.0784 0.9181
H 5.0720 5.2686 2.1164
H 2.9448 6.4156 2.9185
H 0.7472 5.4875 2.2685
H 0.6216 3.2285 1.4430
H 4.2247 -0.3829 -1.4835
H 6.2532 -1.5677 -1.1113
H 7.3761 -1.6549 1.1118
H 6.4027 -0.1896 2.9998
H 4.4119 1.2705 2.5407
H 0.9608 2.3330 -5.1084
H 0.5185 4.4827 -6.1830
H 0.4885 6.5805 -4.8751
H 0.4474 6.4755 -2.3807
H 0.6520 4.3603 -1.2304
H 3.2203 0.2549 -3.4287
H 3.3587 -1.7029 -4.8913
H 1.1573 -2.7447 -5.7420
H -1.0328 -1.6501 -5.2161
H -1.0475 0.3683 -3.7359
C -2.6840 -3.6924 3.9878
C -3.8246 -2.8928 4.0063
C -3.7092 -1.5181 3.7653
C -2.5041 -0.8957 3.3707
C -1.3205 -1.6979 3.4611
C -1.4704 -3.0857 3.6968
C -2.5772 0.5740 3.0703
C -3.2295 1.3366 4.0684
C -3.4228 2.6914 3.9127
C -3.0389 3.2881 2.6954
C -3.1308 4.7045 2.4691
C -2.7589 5.2223 1.2360
C -2.3543 4.3630 0.1776
C -2.2395 2.9971 0.3968
C -2.5016 2.4113 1.6638
N -2.2287 1.0876 1.9023
H -2.7787 -4.7724 4.0741
H -4.7927 -3.3231 4.2953
H -4.5504 -0.8744 3.8488
H -0.5699 -3.6840 3.6933
H -3.6046 0.7804 4.9049
H -3.8761 3.3065 4.6947
H -3.4125 5.3486 3.2817
H -2.8400 6.2842 1.0104
H -2.1265 4.8253 -0.7690
H -1.9616 2.3557 -0.4257
C 1.2121 -3.8565 -0.0078
N 0.5771 -3.0148 1.0694
C 1.4550 -2.5901 1.9391
C 1.1890 -1.8165 3.1099
C 2.2275 -1.3218 3.9353
C 1.7051 -0.3169 4.7802
C 0.3514 -0.2673 4.5675
N -0.0009 -1.1426 3.5305
C 0.2560 -4.6844 -0.7905
C 0.4306 -4.9730 -2.1566
C -0.3904 -5.8954 -2.7958
C -1.3343 -6.5960 -2.0985
C -1.5187 -6.3207 -0.7729
C -0.7453 -5.3254 -0.1177
H 2.1148 -4.4313 0.3785
H 1.6438 -3.0893 -0.7135
H 2.5401 -2.8452 1.7582
H 3.2346 -1.7269 3.8892
H 2.3086 0.3203 5.4231
H -0.3693 0.3590 5.0952
H 1.2381 -4.5092 -2.7216
H -0.2863 -5.9690 -3.8966
H -1.9025 -7.3879 -2.5908
H -2.2496 -6.8719 -0.1985
H -0.8925 -5.1190 0.9543
O -2.7045 -1.4838 -1.5488
S -3.4682 -2.7572 -1.2448
C -4.5148 -2.9326 -2.7489
C -5.9605 -3.0335 -2.3093
C -6.1526 -2.6089 -0.8085
C -4.8323 -2.3651 -0.0759
H -4.1309 -3.8354 -3.2412
H -4.3085 -2.0699 -3.3817
H -6.2575 -4.0795 -2.3682
H -6.6395 -2.5100 -2.9890
H -6.7344 -3.3416 -0.2322
H -6.7449 -1.6967 -0.7314
H -4.6586 -3.0763 0.7557
H -4.6753 -1.3402 0.2697

As for the net charge: +1. As for the HOMO-LUMO gap: 7.65 eV. Its strongest force on any atom is 2.8 eV Å⁻¹. For the calculated total energy, the calculation gives -101024.616 eV. As for the LUMO energy: -2.37 eV. As for the energy above the lowest of the compared OMol25 structures with the same formula, charge and spin: 0.0 kJ/mol.